A molecular structure, C17H39NO12V at a distorted geometry, computed with wB97M-V/def2-TZVPD.

Properties
maximum force	12.34	eV Å⁻¹
LUMO energy (alpha / beta)	4.28 / 4.28	eV
net charge	-2
Kohn-Sham gap (alpha / beta)	4.380 / 4.478	eV
spin multiplicity	2
E_tot	-2572.562469	a.u.

The geometry in XYZ format:
```
70
Properties=species:S:1:pos:R:3:forces:R:3
O -2.86304 7.34394 -14.22747 -0.7 2.8 0.4
V -3.00129 8.84180 -13.55209 2.2 -2.9 3.7
C -0.52482 9.47987 -12.46445 -5.6 1.6 4.9
O -1.19923 10.16633 -13.22323 -3.6 4.4 -11.0
O -1.15776 8.44474 -12.20913 -2.1 -10.3 -1.7
O -0.35499 10.09338 -11.45393 8.0 3.9 6.4
C -4.46431 8.59447 -11.25693 7.3 -0.1 0.5
O -3.91283 8.13199 -10.29317 -2.7 -4.5 7.7
O -4.58307 7.94946 -12.29649 -5.1 -6.0 -7.3
O -3.80875 9.59782 -11.57236 1.3 10.4 -3.6
C -8.70544 10.11759 -14.82250 -1.1 -0.3 0.3
O -7.36987 10.24113 -15.15291 0.1 -0.9 -0.3
C -6.67163 8.95407 -15.20629 1.4 2.0 -0.2
C -5.28184 9.40845 -15.69467 1.0 -0.8 -0.3
N -4.45872 10.16115 -14.70777 -0.1 -0.2 0.1
C -3.51710 11.16296 -15.24429 0.9 -0.7 -1.3
C -2.52706 10.53589 -16.29993 -0.1 -0.5 0.1
O -1.98779 9.31465 -15.84378 0.8 -0.3 1.1
C -1.11945 8.56308 -16.69087 -0.8 0.3 -0.9
H -8.87208 9.88535 -13.77064 0.1 0.0 0.3
H -9.22779 9.33275 -15.36956 0.2 -0.4 -0.3
H -9.28036 11.01199 -15.06254 0.4 0.4 0.0
H -7.05336 8.25907 -15.95419 -0.4 0.3 -0.1
H -6.64586 8.46442 -14.23280 0.1 0.2 0.1
H -5.37798 10.01531 -16.59499 -0.5 0.2 -0.1
H -4.70252 8.54097 -16.01085 -0.1 -0.2 0.2
H -5.14544 10.72061 -14.22245 0.1 -0.2 1.0
H -2.96060 11.63170 -14.43268 0.2 -0.5 0.2
H -4.05256 11.98234 -15.72388 -0.2 0.1 -0.5
H -1.72453 11.23350 -16.53949 0.0 0.3 0.1
H -3.02900 10.25069 -17.22450 -0.5 0.6 -0.4
H -0.53170 9.19812 -17.35373 -0.2 0.4 -0.2
H -1.74830 7.89255 -17.27655 0.0 0.1 -0.5
H -0.36725 7.88447 -16.28865 -0.4 0.4 1.4
C -7.81731 5.48912 -14.08848 -0.7 0.7 0.3
C -6.38335 5.15775 -13.75110 0.9 -0.4 0.5
C -5.86298 3.86421 -14.30214 -0.3 -1.1 -0.2
O -5.54468 6.15220 -14.25270 -0.4 0.3 -1.5
H -7.89881 5.84521 -15.11544 0.1 -0.3 -0.3
H -8.11042 6.36042 -13.50281 0.0 0.1 0.2
H -8.60319 4.75010 -13.93244 0.3 -0.4 0.1
H -6.12162 5.18787 -12.69342 -0.9 -0.4 0.5
H -6.40755 2.99842 -13.92538 -0.2 -0.1 0.2
H -4.81893 3.70620 -14.03177 0.0 0.3 -0.1
H -5.98397 3.81243 -15.38416 0.2 0.2 -0.2
H -5.36429 6.73589 -13.51219 1.0 1.1 0.7
C -5.10499 5.71929 -19.29817 0.3 0.2 1.0
C -5.13746 5.56973 -17.74772 1.8 0.5 -1.0
C -3.81547 5.92967 -17.05857 0.3 -0.2 -0.6
O -6.10029 6.44228 -17.22724 -1.2 -0.1 -0.5
H -4.80991 6.72058 -19.61194 -0.5 0.4 0.2
H -6.09270 5.44994 -19.67232 0.1 0.1 -0.3
H -4.30671 5.12639 -19.74462 -0.2 -0.6 0.1
H -5.35429 4.51964 -17.55176 -0.3 -0.2 0.2
H -3.61032 6.99654 -17.14684 -0.5 0.1 0.3
H -2.93132 5.51814 -17.54542 0.0 -0.7 0.0
H -3.83703 5.63587 -16.00913 0.1 0.3 0.0
H -6.23484 6.18464 -16.31229 0.2 0.2 0.6
C -0.05988 4.95464 -10.72309 0.0 -0.3 0.3
C -0.85840 4.81214 -11.98807 -2.0 0.7 -0.7
C -2.37201 4.97878 -11.74368 0.3 -0.1 0.8
O -0.43702 5.74539 -12.94285 1.0 -1.2 -0.7
H -0.25436 5.90961 -10.23493 0.1 0.3 -0.3
H 0.98654 4.85558 -11.01172 0.2 0.1 0.4
H -0.34411 4.20648 -9.98311 0.1 -0.4 0.0
H -0.79105 3.81308 -12.41870 0.7 -0.2 -0.2
H -3.04956 4.91449 -12.59509 0.5 0.1 -0.4
H -2.55399 5.94403 -11.27117 -0.2 0.1 0.2
H -2.64305 4.16273 -11.07383 -0.3 0.0 0.4
H -0.72981 6.62205 -12.68336 -0.4 1.3 0.3
```
Positions in Å, forces in eV/Å.

Here are the Mulliken charges for atoms 1 to 8, given in e: atom 1 (O): -0.50, atom 2 (V): 1.51, atom 3 (C): 0.72, atom 4 (O): -0.77, atom 5 (O): -0.87, atom 6 (O): -0.74, atom 7 (C): 0.58, atom 8 (O): -0.69

A molecular structure, C17H39O2P3Pt at a distorted geometry, computed with wB97M-V/def2-TZVPD.

Properties
maximum force	3.62	eV Å⁻¹
LUMO energy (alpha / beta)	-12.63 / -16.52	eV
ΔE to the lowest compared entry with this formula, charge and spin	62.9	kJ/mol
net charge	+4
Kohn-Sham gap (alpha / beta)	6.947 / 4.964	eV
spin multiplicity	5
E_tot	-1963.249114	a.u.

The geometry in XYZ format:
```
62
Properties=species:S:1:pos:R:3:forces:R:3
Pt 0.36241 0.72037 0.33033 -0.5 -1.0 1.3
P 1.74551 -0.53731 2.29636 2.6 -1.8 1.7
P 1.30539 2.66353 1.08538 0.8 2.7 1.9
P -0.91335 -1.17655 0.35030 -1.9 -1.3 0.2
H 1.36388 1.45204 -1.05818 -0.6 0.3 -1.3
C 0.35288 1.20783 -1.66013 1.1 0.3 -1.5
C -0.72134 2.06012 -1.79952 0.5 0.4 -0.5
H -0.89169 2.91058 -1.15323 -0.2 -0.2 0.2
C 3.07692 -1.39878 1.36798 -0.3 0.4 -0.6
C 2.65924 0.34083 3.65738 -0.5 0.8 -0.1
C 1.14252 -1.91142 3.37732 -1.0 0.0 0.1
C 0.81573 4.27147 0.34799 -0.4 -0.2 -0.4
C 0.96799 2.97941 2.84186 -0.2 -0.3 0.1
C 3.09442 2.42984 0.80514 -0.3 -0.1 -0.3
C -2.23821 -1.01141 -0.87950 0.2 -0.1 -0.2
C -1.84831 -1.39611 1.88842 0.3 0.0 0.0
C 0.06237 -2.65642 -0.05497 0.2 0.4 -0.1
H 0.66200 0.63712 -2.54999 -0.2 -0.2 0.7
H -1.37826 1.99092 -2.66341 0.3 0.0 0.2
H 3.85190 -1.77838 2.05431 -0.3 0.2 -0.2
H 3.51857 -0.70959 0.64241 0.2 -0.1 0.1
H 2.64328 -2.22156 0.78780 0.2 0.1 0.2
H 3.31150 -0.38350 4.17764 -0.2 0.1 -0.5
H 1.90787 0.68460 4.38551 0.3 0.0 -0.2
H 3.25726 1.19681 3.31918 -0.1 -0.4 0.2
H 0.84595 -2.81529 2.83249 0.1 0.3 0.2
H 0.29582 -1.55951 3.98248 0.1 -0.1 -0.2
H 1.93686 -2.18269 4.10078 -0.1 0.3 -0.6
H 1.15821 5.02186 1.08071 0.1 -0.2 -0.4
H -0.27988 4.38330 0.26440 0.4 -0.1 0.3
H 1.24296 4.44885 -0.64456 0.1 0.0 0.2
H 1.89960 2.99170 3.41510 -0.2 0.1 -0.1
H 0.27774 2.23425 3.26804 0.3 0.3 0.0
H 0.49878 3.96783 2.89178 0.1 -0.2 0.1
H 3.64908 3.22351 1.30383 0.0 0.2 0.1
H 3.30052 2.50093 -0.26964 0.1 -0.1 0.2
H 3.43154 1.46530 1.19412 0.0 0.2 -0.2
H -3.11722 -1.51827 -0.47027 0.1 0.1 -0.2
H -1.94258 -1.51836 -1.80156 0.0 0.2 0.1
H -2.47832 0.03815 -1.07939 0.0 -0.3 0.1
H -2.89865 -1.44726 1.57821 0.2 0.0 0.3
H -1.69631 -0.53524 2.56190 -0.1 -0.6 0.0
H -1.54368 -2.34698 2.34780 -0.2 0.4 0.1
H -0.63033 -3.43190 -0.40974 0.1 0.1 0.1
H 0.59677 -3.00573 0.83791 -0.2 0.0 -0.4
H 0.77849 -2.40580 -0.85352 -0.2 -0.3 0.2
C -2.63913 -0.68796 -4.19609 -1.2 1.0 1.3
C -1.25335 -0.94731 -4.20048 1.6 -1.1 -0.7
C -0.75514 -2.16158 -4.70673 0.5 2.8 0.9
C -1.67297 -3.09001 -5.18907 -0.1 -1.3 -0.4
C -3.04195 -2.78322 -5.28590 -1.7 1.1 -0.4
C -3.51811 -1.55675 -4.84466 -0.7 -1.5 -0.4
O -3.21486 0.31796 -3.42589 0.5 -2.5 -1.7
H -2.83867 1.14137 -3.68689 0.5 1.5 -0.2
H -0.59229 -0.17591 -3.82440 0.0 -0.2 -0.1
H 0.33227 -2.32450 -4.77586 -0.7 -0.1 0.2
H -1.31695 -4.06781 -5.51130 -0.1 0.2 -0.1
H -3.75478 -3.45044 -5.79291 0.5 0.1 0.4
H -4.56422 -1.25517 -4.94921 0.3 -0.3 0.1
O -1.21904 0.88778 3.94873 -0.3 0.4 -0.3
H -1.53697 0.75985 4.85791 0.1 0.1 -0.1
H -1.84969 1.52060 3.55552 0.2 -0.3 0.5
```
Positions in Å, forces in eV/Å.

Here are the Mulliken charges for atoms 1 to 8, given in e: atom 1 (Pt): 0.93, atom 2 (P): 0.44, atom 3 (P): 0.91, atom 4 (P): 0.76, atom 5 (H): -0.27, atom 6 (C): -0.15, atom 7 (C): -0.43, atom 8 (H): 0.04

A molecular structure, C17H39OP3SV at a distorted geometry, computed with wB97M-V/def2-TZVPD.

Properties
maximum force	3.64	eV Å⁻¹
LUMO energy (alpha / beta)	-11.44 / -12.74	eV
net charge	+3
Kohn-Sham gap (alpha / beta)	5.057 / 3.697	eV
spin multiplicity	3
E_tot	-3111.530111	a.u.

The geometry in XYZ format:
```
62
Properties=species:S:1:pos:R:3:forces:R:3
V -0.44609 0.12240 -0.40505 -1.4 1.0 3.0
P -1.77344 -1.77796 -0.67672 -1.6 -2.9 -0.6
P 1.54206 -0.94389 -0.76862 3.2 -1.6 -0.5
P -0.18685 1.43069 -2.22417 0.4 1.2 -2.4
H -1.79852 7.76386 4.91141 -0.2 0.0 -0.4
C -2.42345 7.80801 4.01068 -0.5 0.0 0.2
C -3.62611 7.21592 3.97273 0.4 0.4 0.1
H -4.00548 6.65780 4.83708 0.1 0.2 -0.3
C -2.03428 -2.53802 0.97081 0.2 0.3 0.3
C -1.52903 -3.25613 -1.72480 0.4 0.1 -0.3
C -3.42965 -1.20980 -1.17412 0.0 0.5 0.0
C 3.09133 -0.03371 -0.41452 -0.4 0.4 0.3
C 1.75975 -2.44706 0.24105 -0.6 0.1 0.5
C 1.89929 -1.60732 -2.44172 -0.4 0.2 -0.2
C -1.36058 2.80830 -2.09970 -0.3 -0.1 0.6
C -0.71154 0.54716 -3.73709 -0.2 -0.2 0.1
C 1.34689 2.21942 -2.79441 0.3 -0.1 0.5
H -2.06644 8.44648 3.19696 -0.2 -0.2 0.2
H -4.30043 7.32653 3.11907 0.2 0.0 0.2
H -2.05489 -1.76838 1.75403 -0.1 -0.3 -0.1
H -1.21136 -3.22821 1.19931 -0.2 0.2 -0.1
H -2.98683 -3.08756 0.96174 0.3 0.2 0.0
H -0.64508 -3.82681 -1.40475 -0.3 0.2 -0.1
H -1.39087 -2.95772 -2.77381 -0.1 -0.1 0.2
H -2.41399 -3.90637 -1.65478 0.2 0.3 0.1
H -3.82400 -0.50334 -0.43113 0.0 -0.2 -0.2
H -4.09095 -2.08195 -1.24891 0.1 0.2 0.0
H -3.37874 -0.69859 -2.14489 -0.1 -0.2 0.2
H 3.94692 -0.60257 -0.79417 -0.2 0.0 0.1
H 3.17973 0.08023 0.67301 0.1 0.0 -0.2
H 3.07745 0.95942 -0.87616 0.1 -0.2 0.1
H 2.57362 -3.05633 -0.16395 -0.1 0.2 0.0
H 0.84309 -3.05041 0.26465 0.3 0.1 0.0
H 1.97906 -2.13486 1.26972 0.0 -0.2 -0.2
H 2.80732 -2.22049 -2.35306 -0.2 0.2 0.0
H 2.08382 -0.80777 -3.16501 0.0 -0.2 0.1
H 1.08123 -2.23997 -2.79730 0.1 0.0 0.0
H -1.30301 3.43034 -3.00098 0.0 -0.2 0.1
H -1.12320 3.40982 -1.21415 0.0 0.0 -0.2
H -2.37767 2.41127 -1.98591 0.1 0.2 -0.1
H -0.57012 1.22529 -4.58745 -0.1 -0.1 0.1
H -1.76683 0.25858 -3.68687 0.1 0.1 0.0
H -0.11926 -0.35620 -3.91112 0.0 0.2 0.0
H 1.06604 2.96838 -3.54143 0.1 -0.1 0.0
H 2.04959 1.50114 -3.24039 -0.3 0.2 0.1
H 1.83543 2.71365 -1.94789 0.0 0.0 -0.2
C -0.87027 2.73063 1.88260 -0.2 -0.6 0.1
C 0.28765 3.45645 1.55225 1.1 1.5 -0.1
C 0.39987 4.79927 1.90873 0.7 -1.2 -0.8
C -0.64482 5.41455 2.61405 0.1 0.4 0.2
C -1.79536 4.69061 2.95264 -1.1 -1.4 -0.1
C -1.93081 3.35967 2.57423 0.0 1.1 0.6
S -0.96223 1.01217 1.66697 0.1 0.1 -0.7
H 0.47163 1.38038 -0.25655 0.6 0.8 -0.4
H 1.10856 2.92528 1.07402 -0.1 0.3 0.1
H 1.30678 5.36499 1.66796 -0.4 -0.3 0.1
H -0.56425 6.45237 2.94575 0.0 -0.3 -0.1
H -2.58868 5.18562 3.51024 0.2 -0.1 -0.1
H -2.78829 2.76049 2.84837 -0.1 0.2 0.1
O 1.09102 -1.36847 3.18946 -0.3 0.6 0.1
H 0.90819 -0.43383 3.38930 0.2 -0.5 0.1
H 1.02424 -1.81644 4.04738 0.1 0.0 -0.2
```
Positions in Å, forces in eV/Å.

Here are the Mulliken charges for atoms 1 to 8, given in e: atom 1 (V): -0.77, atom 2 (P): 0.90, atom 3 (P): 1.30, atom 4 (P): 1.28, atom 5 (H): 0.34, atom 6 (C): -0.67, atom 7 (C): -0.53, atom 8 (H): 0.34